A | 6
Properties=species:S:1:pos:R:3:nbo_charge:R:1 method="wB97M-V/def2-TZVPD" smiles="O=c1cc1Cl" lumo_energy_ev=-0.6 homo_ev=-10.2 gap_ev=9.65
O -0.47426 2.12609 -0.01795 -0.501
C -0.22820 0.97872 -0.01552 0.542
C -0.72542 -0.40865 -0.02162 -0.226
C 0.59360 -0.21794 -0.00062 0.058
Cl 2.27962 -1.34980 -0.00337 -0.109
H -1.44534 -1.12841 0.05909 0.236

B | 6
Properties=species:S:1:pos:R:3:nbo_charge:R:1 method="wB97M-V/def2-TZVPD" lumo_energy_ev="-4.4 / -4.4" homo_ev="-10.1 / -10.0" gap_ev="5.74 / 5.68"
C 1.22119 -0.86621 0.67311 -0.406
C 1.99179 -1.64077 1.13240 0.054
C -0.91638 0.48539 -0.47775 0.539
O -1.98256 -0.00644 -0.34754 -0.385
Cl -0.59435 2.06414 -1.16922 0.086
H 0.28031 -0.03611 0.18900 0.112

Quick one: most stable of them? A